# 1
ORCA calculation (wB97M-V/def2-TZVPD) on C36H56N3O5S4SbTl as an isolated structure.

Output
Spin multiplicity: 1
Total charge: -1
E_LUMO, hartree: 0.0369
M, g/mol: 1065.27
DFT total energy, eV: -107524.8578
Orbital gap, eV: 5.208

Last column: Mulliken charge in e.
Cartesian coordinates (Å):
Tl -1.8290 1.5454 -0.9294  1.157
C 5.0595 -2.2321 -3.8188  -2.340
C 4.5386 -1.8876 -2.4217  2.118
C 4.1753 -3.1985 -1.7127  -1.319
C 5.6604 -1.1706 -1.6581  -1.415
C 3.2898 -1.0025 -2.4289  -0.548
C 2.7478 -0.5894 -1.2786  -0.390
C 1.5515 0.2340 -1.2339  -0.463
N 0.8651 0.6484 -0.2093  0.357
C 0.9797 0.4937 1.1240  -0.154
C 1.8565 -0.3831 1.8323  0.103
C 1.9549 -0.3783 3.1875  -0.314
C 1.1405 0.5485 3.9186  -0.324
C 0.2377 1.3777 3.3352  -0.113
C 0.1062 1.3733 1.8764  0.847
O -0.7123 2.1369 1.3109  -1.224
C -0.6211 2.3651 4.1155  2.457
C -0.3278 2.3416 5.6159  -2.421
C -0.3438 3.7831 3.6020  -1.732
C -2.0985 2.0229 3.9128  -1.570
C 2.9901 -1.2549 3.8871  2.116
C 4.3797 -0.7480 3.4841  -1.402
C 2.8962 -1.2042 5.4099  -2.284
C 2.8383 -2.7129 3.4560  -1.194
C 1.0207 0.7216 -2.5067  0.888
O 0.1589 1.6020 -2.5464  -1.018
C 1.5478 0.1279 -3.7547  -0.404
C 2.6286 -0.6644 -3.6768  -0.136
C 0.8198 0.4432 -5.0452  2.584
C 0.8020 1.9578 -5.3072  -1.772
C 1.4568 -0.2392 -6.2504  -2.313
C -0.6237 -0.0718 -4.8911  -1.774
H 5.9572 -2.8364 -3.7268  0.456
H 5.3214 -1.3336 -4.3830  0.448
H 4.3359 -2.7949 -4.4067  0.408
H 5.0151 -3.8948 -1.6886  0.435
H 3.3404 -3.6806 -2.2225  0.351
H 3.8631 -3.0288 -0.6854  0.098
H 6.5698 -1.7777 -1.6514  0.447
H 5.3804 -0.9600 -0.6314  0.098
H 5.8911 -0.2208 -2.1403  0.364
H 3.2198 -0.8462 -0.3522  0.600
H 2.4277 -1.1051 1.2667  -0.331
H 1.2367 0.5734 4.9918  0.637
H 0.7087 2.6045 5.8509  0.411
H -0.5238 1.3687 6.0737  0.381
H -0.9804 3.0609 6.1106  0.457
H 0.7149 4.0155 3.6902  0.327
H -0.9049 4.5093 4.1958  0.493
H -0.6302 3.8838 2.5587  0.300
H -2.3538 1.0627 4.3810  0.163
H -2.3426 1.9692 2.8609  0.232
H -2.7285 2.7812 4.3807  0.520
H 4.4879 0.3042 3.7463  0.345
H 4.5352 -0.8381 2.4081  0.105
H 5.1718 -1.3173 3.9912  0.445
H 3.1365 -0.2139 5.8010  0.393
H 3.6059 -1.9139 5.8405  0.449
H 1.9052 -1.4800 5.7711  0.420
H 2.9655 -2.8423 2.3827  -0.045
H 1.8506 -3.0965 3.7271  0.129
H 3.5931 -3.3292 3.9497  0.536
H 3.0365 -1.0600 -4.5890  0.593
H 1.8214 2.3390 -5.4137  0.312
H 0.3058 2.4962 -4.5049  0.351
H 0.2636 2.1361 -6.2417  0.484
H 2.4798 0.1010 -6.4416  0.406
H 0.8628 -0.0109 -7.1343  0.440
H 1.4872 -1.3298 -6.1455  0.394
H -1.1416 0.4400 -4.0888  0.379
H -0.6346 -1.1451 -4.6999  0.284
H -1.1822 0.0939 -5.8063  0.466
C -6.9916 1.4383 -0.9715  -0.857
N -5.9929 0.5017 -1.4583  0.247
C -6.0219 0.2308 -2.8815  -0.990
C -4.9241 0.0896 -0.7496  0.685
O -4.0952 -0.6866 -1.2000  -0.656
C -4.7941 0.6237 0.6724  -0.971
O -3.4956 0.4797 1.2032  -0.364
C -3.1020 -0.7587 1.7212  -0.767
C -1.9268 -1.3925 0.9748  0.816
O -1.5201 -1.0165 -0.1102  -0.566
N -1.3373 -2.4535 1.5998  0.427
C -0.2733 -3.1524 0.9101  -0.919
C -1.6768 -2.9595 2.9138  -1.081
H -7.9065 1.2644 -1.5394  0.299
H -7.2261 1.2441 0.0760  0.338
H -6.6743 2.4718 -1.1146  0.106
H -6.9707 -0.2398 -3.1519  0.326
H -5.9040 1.1704 -3.4369  0.311
H -5.2041 -0.4410 -3.1277  0.279
H -4.9978 1.6975 0.6989  0.488
H -5.5315 0.1410 1.3320  0.465
H -2.8081 -0.6019 2.7656  -0.155
H -3.9266 -1.4841 1.7355  0.565
H -0.1777 -2.7627 -0.0991  0.180
H 0.6846 -3.0151 1.4291  0.055
H -0.4859 -4.2180 0.8784  0.529
H -1.8865 -2.1625 3.6236  0.310
H -2.5156 -3.6502 2.8931  0.298
H -0.8115 -3.5015 3.2922  0.387
S -3.5373 7.1591 -3.7844  -0.636
Sb -4.7001 5.4054 -4.6002  0.313
S -4.5956 3.8846 -1.7833  -0.044
S -3.5939 3.3142 -3.4952  -0.207
S -6.2944 4.7106 -2.6387  -0.396

=====

# 2
ORCA calculation (wB97M-V/def2-TZVPD) on C36H57Br3O19S as an isolated structure in a non-equilibrium geometry.

Output
Spin multiplicity: 1
Total charge: 0
E_LUMO, hartree: -0.0148
M, g/mol: 1065.61
DFT total energy, eV: -298119.3575
Orbital gap, eV: 9.110

Last column: Mulliken charge in e.
Cartesian coordinates (Å):
O -2.5877 -5.4276 3.7584  -0.652
C -1.9599 -5.3553 2.6920  0.366
O -1.4954 -6.3222 2.0224  -0.333
C -0.5972 -5.9501 0.9383  -0.474
C -0.3039 -4.5228 1.2518  -0.286
C -1.5942 -4.0752 1.8923  0.845
H -1.2199 -5.9957 0.0449  0.249
H 0.2989 -6.5585 0.8162  0.334
H 0.0363 -3.9861 0.3662  0.133
H 0.5704 -4.5507 1.9023  0.275
H -2.2703 -3.8106 1.0792  0.364
H -1.5411 -3.1679 2.4941  -0.854
O 1.2765 4.8152 3.1428  -0.599
C 1.3985 5.3665 2.0111  0.333
O 1.5707 4.6862 0.8871  -0.112
C 1.2984 5.4253 -0.2565  0.146
C 1.4953 6.8681 0.2593  -0.740
C 1.2356 6.8367 1.7252  -0.412
H 0.2944 5.2156 -0.6255  -0.263
H 1.9629 5.0720 -1.0450  0.463
H 0.7787 7.5359 -0.2187  0.335
H 2.5107 7.1957 0.0360  0.289
H 0.2091 7.0530 2.0208  0.231
H 1.9258 7.3732 2.3763  0.323
O -0.8270 -1.2124 0.7166  -0.533
C 0.0925 -0.5964 0.1020  0.392
O 0.9886 0.0760 0.7832  -0.216
C 1.7729 0.9101 -0.0727  0.123
C 1.2402 0.6963 -1.4801  0.774
C 0.1679 -0.3486 -1.3507  0.345
H 2.7839 0.5248 0.0594  -0.027
H 1.6773 1.9452 0.2553  -0.324
H 1.9721 0.5374 -2.2721  0.462
H 0.7940 1.6603 -1.7244  -0.941
H 0.3821 -1.2779 -1.8786  0.066
H -0.8281 -0.0146 -1.6412  -0.126
O -0.3077 -4.3904 5.8462  -0.606
C -0.5243 -3.4104 5.2110  0.383
O 0.3823 -2.8932 4.3868  -0.379
C 0.0487 -1.5894 3.8469  1.087
C -1.3903 -1.2940 4.4800  -0.182
C -1.7924 -2.5592 5.1973  -0.428
H -0.0722 -1.6439 2.7650  -0.383
H 0.7196 -0.7764 4.1247  -0.256
H -1.9775 -0.9121 3.6448  -0.010
H -1.4817 -0.4817 5.2011  0.285
H -2.5247 -3.1720 4.6717  0.224
H -2.3421 -2.5075 6.1371  0.364
O 0.6580 5.5632 -3.1274  -0.622
C -0.0088 4.5621 -3.2519  0.434
O 0.2765 3.7385 -4.3032  -0.388
C -0.6745 2.6803 -4.4077  -0.380
C -1.7717 3.0134 -3.4402  0.005
C -1.1261 4.0448 -2.4861  0.478
H -0.1871 1.7827 -4.0271  0.013
H -0.9417 2.3125 -5.3983  0.384
H -1.9780 2.0956 -2.8895  -0.207
H -2.6418 3.2581 -4.0494  0.405
H -0.8334 3.6195 -1.5261  -0.587
H -1.9413 4.6891 -2.1568  0.658
O 4.3652 1.6952 -3.1100  -0.555
C 5.3040 0.9535 -2.8449  0.549
O 5.9979 0.2554 -3.8251  -0.362
C 7.1108 -0.4130 -3.2828  -0.423
C 7.2894 0.3686 -1.9352  -0.618
C 5.8787 0.7208 -1.4423  -0.274
H 7.9326 -0.3768 -3.9979  0.305
H 6.7838 -1.4290 -3.0615  0.273
H 7.8913 1.2673 -2.0696  0.314
H 7.8226 -0.3619 -1.3267  0.337
H 5.8064 1.6226 -0.8342  0.257
H 5.3498 -0.0790 -0.9239  0.215
O -5.9778 2.6830 -1.5703  -0.608
C -5.3249 1.9488 -0.8531  0.478
O -5.7639 1.5211 0.3837  -0.397
C -5.0351 0.4349 0.9041  -0.351
C -3.8209 0.1972 -0.0694  0.500
C -4.1071 1.1475 -1.2192  0.632
H -5.6447 -0.4636 0.9997  0.261
H -4.6240 0.7015 1.8778  0.140
H -3.6247 -0.8542 -0.2794  0.346
H -2.9375 0.5072 0.4887  -0.642
H -4.3378 0.6121 -2.1402  0.450
H -3.2146 1.7478 -1.3961  -0.894
O -1.2889 2.7651 0.6872  -0.209
C -1.4075 2.9981 1.8772  -0.258
O -2.0377 4.1028 2.3099  -0.402
C -2.3431 4.0253 3.7048  -0.507
C -2.3333 2.4695 3.9152  -0.475
C -1.1746 2.0675 3.0775  2.040
H -3.3296 4.4505 3.8894  0.360
H -1.5942 4.5754 4.2745  0.268
H -3.2240 1.8754 3.7108  0.124
H -2.2290 2.1853 4.9623  0.407
H -1.1051 1.0780 2.6255  -0.719
H -0.2062 2.3697 3.4762  -0.692
O 0.0220 -3.6050 -3.0225  -0.565
S 0.0836 -5.0362 -3.1352  1.121
O 0.1300 -5.9777 -2.0138  -0.552
O -1.1116 -5.4140 -4.2927  -0.296
C -1.3730 -6.7774 -4.5761  -0.137
C -2.8171 -7.0333 -5.0824  -1.284
C 1.5192 -5.4556 -4.3083  -1.069
H -1.3321 -7.3434 -3.6454  0.309
H -0.6585 -7.2054 -5.2793  0.288
H -3.0507 -6.7394 -6.1057  0.309
H -3.4609 -6.5525 -4.3459  0.336
H -3.1579 -8.0640 -4.9845  0.383
H 1.5465 -6.5368 -4.4442  0.375
H 2.4282 -5.1624 -3.7830  0.384
H 1.4400 -4.9189 -5.2536  0.342
C 3.7010 1.8993 4.3498  -0.528
Br 3.6743 2.3354 2.4584  0.057
Br 1.8326 1.4519 4.9959  -0.042
Br 4.3840 3.4147 5.4008  -0.046
H 4.2774 1.0004 4.5685  0.499

=====

> Look up the total charge of the first one.

-1